(1)
The following is a quantum chemistry calculation of one molecule with the formula C7H17BrOSi in a non-equilibrium geometry, from the OMol25 dataset.

The calculation puts the total energy at -3215.68528 a.u. For the frontier orbital gap, the calculation gives 10.099 eV. The calculation puts the max |F| at 4.6 eV/Å. The calculation puts the HOMO energy at -9.4 eV. The structure (SMILES) is CO[Si](Br)(C(C)C)C(C)C.

Element x y z (Å)
C  -0.496  2.676  -0.925
O  0.412  1.606  -0.821
Si  0.555  0.172  -0.151
Br  2.666  -0.319  -0.594
C  0.550  -0.016  1.710
C  -0.910  -0.262  2.236
C  1.279  1.053  2.477
C  -0.407  -1.066  -1.248
C  -0.310  -2.546  -1.087
C  -0.326  -0.743  -2.743
H  -0.280  3.593  -0.409
H  -1.488  2.391  -0.624
H  -0.422  2.935  -1.964
H  1.162  -0.862  2.073
H  -1.763  0.244  1.797
H  -1.100  -1.247  2.259
H  -0.699  0.033  3.313
H  1.255  2.117  2.231
H  2.352  0.850  2.506
H  1.036  0.810  3.508
H  -1.472  -0.703  -0.945
H  0.765  -2.967  -1.051
H  -0.713  -2.986  -0.196
H  -0.754  -2.937  -2.063
H  0.607  -0.751  -3.220
H  -0.584  0.360  -2.763
H  -0.913  -1.435  -3.307

***

(2)
The following is a quantum chemistry calculation of C21H20BrN5 as an isolated structure in a non-equilibrium geometry, from the OMol25 dataset.

The calculation puts the total energy at -3660.00190 a.u. For the frontier orbital gap, the calculation gives 8.653 eV. The calculation puts the max |F| at 4.4 eV/Å. The calculation puts the HOMO energy at -8.4 eV.

Element x y z (Å)
Br  -7.369  2.039  1.029
N  -2.974  -0.667  2.608
N  1.095  -1.089  4.309
N  -3.514  1.331  -0.355
C  -1.853  -0.646  1.947
C  1.743  -2.037  3.677
C  -4.762  1.747  -0.139
C  -0.092  -0.757  3.865
C  -3.067  0.455  0.575
C  1.346  -2.762  2.550
C  -5.066  0.490  1.849
C  0.086  -2.276  2.078
C  0.683  0.579  0.354
C  -0.854  0.337  -1.525
C  1.806  0.764  -0.560
C  0.208  0.484  -2.447
C  -5.621  1.430  0.876
C  -3.775  0.004  1.735
C  -0.601  -1.210  2.657
C  -0.695  0.394  -0.130
C  1.545  0.528  -1.978
N  -0.827  0.082  4.640
N  -1.818  -0.010  0.688
C  2.910  1.763  -3.733
C  4.122  0.035  -2.302
C  2.452  -0.732  -3.943
C  2.789  0.426  -2.945
H  2.644  -2.447  4.194
H  -5.112  2.456  -0.919
H  1.826  -3.615  2.177
H  -5.686  0.253  2.709
H  -0.345  -2.708  1.230
H  0.907  0.508  1.400
H  -1.844  0.346  -1.968
H  2.802  0.768  -0.075
H  -0.037  0.515  -3.521
H  -0.500  0.281  5.629
H  -1.813  0.156  4.432
H  3.468  1.594  -4.670
H  3.384  2.529  -3.113
H  1.858  2.097  -3.953
H  4.411  0.639  -1.459
H  4.981  0.120  -2.908
H  4.173  -0.946  -1.942
H  1.668  -0.595  -4.717
H  3.285  -1.064  -4.524
H  2.035  -1.587  -3.383

***

(3)
The following is a quantum chemistry calculation of C28H39FFeGeN2O8 as an isolated structure in a non-equilibrium geometry, from the OMol25 dataset.

The calculation puts the total energy at -5242.43998 a.u. The expectation value of S² is 6.007. For the frontier orbital gap (spin up / spin down), the calculation gives 8.183 / 8.118 eV. The calculation puts the max |F| at 1.2 eV/Å. The multiplicity is 5. The calculation puts the HOMO energy (spin up / spin down) at -8.5 / -8.5 eV.

Element x y z (Å)
Fe  -1.856  1.589  -1.251
O  -1.489  3.436  -2.632
C  -1.264  2.986  -3.971
C  -2.503  2.227  -4.385
N  -2.657  1.007  -3.604
C  -4.057  0.622  -3.425
C  -4.673  1.163  -2.107
O  -5.863  1.416  -2.092
O  -3.846  1.220  -1.129
C  -1.844  -0.087  -4.111
C  -1.656  -1.170  -3.067
O  -1.483  -2.338  -3.340
O  -1.673  -0.703  -1.840
H  -0.691  3.875  -2.318
H  -1.114  3.842  -4.634
H  -0.379  2.346  -4.003
H  -3.367  2.863  -4.186
H  -2.461  2.022  -5.463
H  -4.688  0.941  -4.258
H  -4.125  -0.465  -3.349
H  -2.251  -0.542  -5.020
H  -0.839  0.283  -4.332
C  5.191  1.850  1.809
C  4.196  2.774  2.501
C  4.225  2.549  4.008
C  3.278  3.517  4.698
C  1.893  3.357  4.135
C  0.783  3.610  4.908
C  -0.493  3.495  4.364
F  -1.546  3.749  5.156
C  -0.686  3.140  3.061
C  0.430  2.851  2.265
C  0.204  2.479  0.868
O  -0.951  2.569  0.389
C  1.364  2.064  0.158
C  2.588  2.158  0.755
N  2.814  2.595  2.005
C  1.726  2.936  2.800
C  1.354  1.494  -1.258
O  2.441  1.390  -1.826
O  0.229  1.111  -1.709
H  6.146  1.922  2.328
H  5.364  2.120  0.769
H  4.851  0.814  1.856
H  4.482  3.813  2.303
H  5.246  2.685  4.365
H  3.926  1.519  4.223
H  3.619  4.543  4.527
H  3.265  3.357  5.777
H  0.891  3.900  5.945
H  -1.672  3.075  2.623
H  3.435  1.859  0.156
C  -1.201  -4.585  3.378
C  -1.215  -4.206  1.900
C  -2.413  -3.326  1.548
C  -2.477  -2.959  0.066
Ge  -0.993  -1.750  -0.443
C  0.900  -2.237  -0.802
C  1.192  -3.288  -1.869
C  0.540  -4.641  -1.600
C  0.799  -5.618  -2.744
H  -0.326  -5.187  3.626
H  -2.093  -5.159  3.635
H  -1.188  -3.689  4.001
H  -1.232  -5.110  1.285
H  -0.292  -3.668  1.656
H  -2.363  -2.411  2.147
H  -3.333  -3.845  1.830
H  -3.386  -2.391  -0.148
H  -2.490  -3.852  -0.560
H  -1.012  -0.590  0.577
H  1.296  -2.561  0.167
H  1.381  -1.288  -1.053
H  2.277  -3.419  -1.937
H  0.846  -2.931  -2.838
H  -0.539  -4.496  -1.491
H  0.912  -5.052  -0.656
H  0.416  -5.202  -3.678
H  0.311  -6.578  -2.573
H  1.870  -5.792  -2.864

***

no.,molecular weight (g mol⁻¹)
1,225.2
2,422.3
3,679.1